C17H23FN8O5Zr as an isolated structure. Source: the Open Molecules 2025 dataset; level of theory: ωB97M-V with the def2-TZVPD basis set.

Structure (XYZ):
```
55
Properties=species:S:1:pos:R:3:forces:R:3
Zr 4.038844 -1.731203 1.586629 0.0 -0.1 -0.4
N 4.057555 -3.298584 -0.477507 0.0 0.1 0.0
N 5.277967 -3.994680 -0.664641 0.0 0.0 0.0
C 6.254416 -3.817095 0.239941 0.0 0.0 0.0
N 7.384345 -4.463838 0.210756 0.0 0.0 0.0
N 5.882881 -2.884269 1.163120 -0.1 0.1 -0.1
N 6.513980 -2.674145 2.359349 0.1 -0.1 -0.1
O 7.562808 -3.082707 2.682527 0.0 0.0 0.0
O 5.728760 -1.946838 3.044886 0.0 0.1 0.3
H 3.300497 -3.985139 -0.434565 0.0 0.0 0.0
H 3.882216 -2.726447 -1.306963 0.0 0.0 0.0
H 5.381903 -4.599718 -1.471270 0.0 0.0 0.0
H 7.573690 -5.178841 -0.483614 0.0 0.0 0.0
H 8.118873 -4.275690 0.884328 0.0 0.0 0.0
C -0.944353 4.155133 1.491698 0.0 0.0 0.0
C -1.111273 2.925024 2.363486 0.0 0.0 0.0
N -0.279377 1.779420 1.874240 0.0 0.0 0.0
C 0.879526 1.567618 2.488594 0.0 0.0 0.0
C 1.719616 0.555541 2.085324 -0.1 0.0 0.0
C 3.009710 0.073309 2.610801 0.0 0.0 0.0
O 3.030462 -1.017470 3.273352 -0.1 0.1 0.1
O 4.079573 0.306700 1.929135 0.0 -0.1 -0.1
C 1.380551 -0.278874 1.007952 0.1 0.0 0.1
O 2.251152 -1.256850 0.667834 0.2 -0.1 0.1
C 0.159884 -0.058529 0.351654 0.0 0.0 0.1
C -0.286856 -0.842775 -0.732575 -0.1 0.0 0.0
C -1.489751 -0.608132 -1.305810 0.1 0.0 0.0
F -1.850846 -1.404655 -2.311003 0.0 0.0 0.0
C -2.390054 0.426403 -0.869604 0.0 0.0 0.0
C -1.920164 1.216503 0.183400 0.0 0.0 0.0
C -0.687908 0.991426 0.806418 0.0 0.0 -0.1
N -3.613239 0.622699 -1.447697 0.0 0.0 0.0
C -4.093328 -0.132624 -2.627072 0.0 0.0 0.0
C -5.441147 0.396883 -3.108049 0.0 0.0 0.0
N -5.438993 1.896589 -3.075836 0.0 0.0 0.0
C -5.288488 2.422307 -1.659345 0.0 0.0 0.0
C -4.693544 1.337089 -0.766918 0.0 0.0 0.0
H -1.564935 4.957273 1.889128 0.0 0.0 0.0
H -1.235808 3.977621 0.456817 0.0 0.0 0.0
H 0.088307 4.502815 1.500853 0.0 0.0 0.0
H -2.137484 2.571920 2.436268 0.0 0.0 0.0
H -0.782399 3.121309 3.381460 0.0 0.0 0.0
H 1.119466 2.222730 3.315354 0.0 0.0 0.0
H 0.311073 -1.657675 -1.113157 0.0 0.0 0.0
H -2.514839 2.045440 0.522378 0.0 0.0 0.0
H -4.223412 -1.192724 -2.406368 0.0 0.0 0.0
H -3.366943 -0.042419 -3.432814 0.0 0.0 0.0
H -6.276793 0.067432 -2.494558 0.0 0.0 0.0
H -5.623112 0.070427 -4.129986 0.0 0.0 0.0
H -6.300427 2.258228 -3.493945 0.0 0.0 0.0
H -4.676610 2.246939 -3.659902 0.0 0.0 0.0
H -6.275516 2.711090 -1.303692 0.0 0.0 0.0
H -4.659625 3.308075 -1.712172 0.0 0.0 0.0
H -5.462453 0.618593 -0.472392 0.0 0.0 0.0
H -4.358378 1.799390 0.153774 0.0 0.0 0.0
```
Forces are in eV/Å.

As for the frontier orbital gap: 5.52 eV. The LUMO energy is -13.11 eV. The energy is -44119.4359 eV. Its multiplicity is 1. The net charge is +4.

Here are the Mulliken charges for atoms 1 to 2, given in e: 1.939, -0.521


C15H31N2O5S2Y as an isolated structure in a non-equilibrium geometry. Source: the Open Molecules 2025 dataset; level of theory: ωB97M-V with the def2-TZVPD basis set.

Structure (XYZ):
```
56
Properties=species:S:1:pos:R:3:forces:R:3
C 0.434789 -2.362740 1.608362 0.1 0.1 0.0
O 1.314797 -2.977270 0.596530 -0.1 0.1 -0.1
C 1.289148 -2.529120 -0.658858 0.3 -0.2 0.2
C 2.459863 -1.444571 -1.044391 -0.7 -0.1 -0.1
C 3.556390 -1.344405 0.010490 0.5 -0.3 -0.3
C 4.499054 -0.159914 -0.252552 -0.3 0.0 0.0
C 3.857611 1.199866 0.027650 0.1 -0.3 0.1
C 3.588854 1.395761 1.529029 0.3 0.5 -0.1
C 2.248185 2.025238 1.919745 0.0 -0.3 0.2
C 1.051717 1.496861 1.122009 -0.2 0.6 -0.1
C 0.646485 2.432905 -0.049450 0.1 -0.2 0.3
C 0.172964 1.743497 -1.334882 1.9 0.3 -2.1
C -1.171578 1.821791 -2.049898 0.5 0.6 -0.8
C -2.273977 2.309934 -1.162548 -0.3 -1.1 0.4
S -2.543883 0.705720 -0.225142 -0.8 0.4 -0.1
O -3.088098 0.947427 1.077020 0.5 -0.1 -0.1
O -1.161465 0.024289 -0.195450 -0.3 -0.7 0.2
N -3.404997 -0.014170 -1.291897 0.0 0.2 0.0
S -4.011933 -1.484048 -0.945210 0.0 -0.7 -0.4
O -4.303628 -2.089121 -2.216693 0.1 0.2 0.2
O -3.109177 -2.188856 -0.053265 0.1 0.1 -0.2
C -5.549498 -1.199257 -0.081964 -0.2 -0.2 0.3
C -5.482020 -1.543425 1.394028 -0.3 -0.1 0.1
N -6.428945 -2.060814 2.048888 0.3 0.1 0.0
H -0.046590 -1.462643 1.219291 0.0 -0.1 -0.1
H -0.302843 -3.107527 1.888936 0.0 0.0 -0.1
H 1.052478 -2.112395 2.465724 0.1 -0.1 0.0
H 0.256625 -2.055076 -0.846526 -0.3 -1.1 1.5
H 1.375884 -3.374805 -1.373755 0.0 0.0 0.1
H 2.023351 -0.413990 -1.180238 1.0 0.5 1.0
H 2.934903 -1.694676 -2.017729 -0.1 -0.1 0.0
H 3.132128 -1.353252 1.011387 -0.2 0.2 0.0
H 4.134817 -2.267145 -0.083772 -0.1 -0.1 0.1
H 5.362383 -0.294117 0.398725 0.1 0.0 0.0
H 4.861837 -0.225809 -1.282244 0.1 0.0 0.0
H 4.529760 1.971180 -0.343873 -0.1 0.1 -0.1
H 2.934457 1.280386 -0.562765 0.0 0.2 0.0
H 4.380136 2.040039 1.913901 0.0 -0.1 0.1
H 3.718424 0.450179 2.059410 -0.2 -0.1 0.0
H 2.093136 1.789397 2.973010 0.0 0.1 0.0
H 2.290462 3.114114 1.878079 0.0 0.0 -0.2
H 1.276718 0.492298 0.741093 -0.1 -0.1 0.1
H 0.183422 1.439630 1.774225 0.0 -0.4 0.0
H 1.517342 3.033247 -0.308459 -0.1 0.2 -0.1
H -0.113175 3.108412 0.338691 0.0 0.1 -0.2
H 0.148163 0.666798 -1.116770 0.9 -0.2 1.0
H 0.962053 1.975151 -2.085006 -0.1 -0.1 -0.1
H -1.069018 2.270632 -3.039140 -0.2 0.5 0.3
H -1.546474 0.786142 -2.238588 0.3 0.0 -0.8
H -3.169529 2.561521 -1.722804 -0.2 -0.4 0.1
H -2.061699 3.160453 -0.520155 0.3 -0.2 0.2
H -5.853916 -0.162312 -0.218377 0.2 0.1 -0.1
H -6.283643 -1.834614 -0.575896 0.0 0.0 -0.1
H -4.562551 -1.297540 1.920601 0.0 0.0 0.0
H -7.253705 -2.261855 1.481513 0.0 0.0 -0.1
Y 0.504010 -0.927403 -2.320040 -2.7 2.1 -0.5
```
Forces are in eV/Å.

As for the frontier orbital gap: 3.62 eV. The LUMO energy is -10.11 eV. The energy is -51964.4491 eV. Its multiplicity is 1. The net charge is +2.

Here are the Mulliken charges for atoms 1 to 2, given in e: -0.258, -0.330


One molecule with the formula C7H4I2N2 in a non-equilibrium geometry. Source: the Open Molecules 2025 dataset; level of theory: ωB97M-V with the def2-TZVPD basis set.

Structure (XYZ):
```
15
Properties=species:S:1:pos:R:3:forces:R:3
C -1.115606 1.318891 0.566074 -1.3 3.9 1.9
C -2.090151 0.682737 -0.140538 -1.5 -1.3 -1.5
C 0.135232 0.805663 0.844418 1.6 0.1 0.1
C -1.706751 -0.550209 -0.764528 -1.1 -0.3 0.4
C 0.475253 -0.373579 0.216616 -0.2 -1.4 -1.2
C -0.463210 -1.103682 -0.641606 -0.1 3.9 2.6
C 1.613338 -1.251908 0.015309 0.3 2.0 1.4
N 0.066742 -2.227251 -1.146559 -0.2 -0.5 -0.5
N 1.316903 -2.236582 -0.778691 1.9 -2.2 -0.7
I 3.508511 -0.833387 0.740820 -0.5 -0.6 -0.2
I 4.347992 2.123569 0.048646 0.0 0.2 -0.1
H -1.297386 2.385785 1.049874 0.0 -2.4 -1.1
H -3.191239 1.036620 -0.278109 2.4 -0.4 0.4
H 0.786249 1.443522 1.503559 -0.4 -1.1 -0.8
H -2.385875 -1.220193 -1.235281 -1.0 0.1 -0.7
```
Forces are in eV/Å.

As for the frontier orbital gap (spin up / spin down): 6.14 / 6.57 eV. The LUMO energy (spin up / spin down) is -2.98 / -2.58 eV. The energy is -26501.8143 eV. Its multiplicity is 1.

Here are the Mulliken charges for atoms 1 to 2, given in e: -0.166, -0.496


An isolated ion of composition CH8N4P and charge +1 in a non-equilibrium geometry. Source: the Open Molecules 2025 dataset; level of theory: ωB97M-V with the def2-TZVPD basis set.

Structure (XYZ):
```
14
Properties=species:S:1:pos:R:3:forces:R:3
H 1.689114 0.807772 2.323399 -0.1 -0.8 -0.5
N 1.075524 0.124931 1.844582 -0.1 1.4 0.1
C 1.132150 0.095630 0.594090 0.2 -0.8 -0.1
N 1.997414 0.452525 -0.388488 2.0 2.1 1.5
N 0.113466 -0.773148 -0.063588 0.6 0.4 -1.6
P -1.696736 -0.712857 0.518429 -1.0 -2.5 0.1
N -2.300843 -0.087121 -0.896570 -1.7 0.8 -1.3
H 1.796760 0.148405 -1.328269 0.6 0.6 0.0
H 2.838060 1.078356 -0.108325 -2.0 -1.7 -1.2
H -0.125203 -0.383567 -0.997783 0.3 0.1 0.4
H 0.708086 -1.590612 -0.347603 -1.5 -0.2 0.9
H -1.544452 0.397656 1.291870 0.6 1.1 0.3
H -3.151326 -0.435902 -1.371442 1.0 -1.3 0.7
H -2.532016 0.877928 -1.070300 1.1 0.9 0.6
```
Forces are in eV/Å.

Its SMILES is [H]/N=C(\N)[NH2+]PN. As for the frontier orbital gap: 10.84 eV. The LUMO energy is -3.43 eV. The energy is -16408.6068 eV. Its multiplicity is 1. The net charge is +1.

Here are the Mulliken charges for atoms 1 to 2, given in e: 0.262, -0.527


C5H6N2O as an isolated structure in a non-equilibrium geometry. Source: the Open Molecules 2025 dataset; level of theory: ωB97M-V with the def2-TZVPD basis set.

Structure (XYZ):
```
14
Properties=species:S:1:pos:R:3:forces:R:3
C -0.562688 0.151033 1.025516 2.0 -0.6 2.4
C 0.569825 -0.911021 -1.339085 3.6 -1.7 2.1
C 0.690271 0.621424 -0.932407 3.6 -5.3 -1.6
C -0.246954 1.694262 -1.235088 2.7 3.5 1.9
C -0.610770 0.493819 -0.432337 -6.2 2.7 2.6
H 0.453506 -1.563975 1.608538 0.1 -3.8 5.2
H 1.014020 -1.692696 -1.956799 -0.1 1.2 -2.0
H 1.373302 0.674954 -0.014861 -0.4 0.4 -2.0
H 0.396003 2.647154 -0.787643 -2.7 -2.2 -0.7
H -0.612805 1.907814 -2.198823 -0.6 -0.1 -0.9
H -1.273213 -0.222173 -0.981217 0.2 1.0 0.6
N 0.392549 -0.965068 0.928463 -2.0 3.2 -4.5
N 0.522505 -1.695904 -0.272552 -0.1 2.4 0.0
O -0.849287 0.572327 2.152480 -0.1 -0.6 -3.2
```
Forces are in eV/Å.

As for the frontier orbital gap: 10.01 eV. The LUMO energy is 0.85 eV. The energy is -10303.6518 eV. Its multiplicity is 1.

Here are the Mulliken charges for atoms 1 to 2, given in e: 0.232, -0.440